#1
Formula: C5H14NO2
Source: the OMol25 dataset
Level of theory: ωB97M-V/def2-TZVPD

Positions of all 22 atoms, in Å:
C (0.900, -1.871, -0.261)
O (2.160, -1.806, -0.676)
C (0.639, -0.228, 0.201)
C (-0.655, 0.187, -0.448)
C (-1.316, 1.441, 0.270)
C (-2.843, 1.381, 0.585)
N (0.620, -0.111, 1.693)
H (0.814, -2.618, 0.507)
H (0.262, -2.224, -1.067)
H (1.411, 0.103, -0.410)
H (-1.357, -0.577, -0.190)
H (-0.613, 0.228, -1.522)
H (-1.203, 2.427, -0.204)
H (-0.739, 1.656, 1.206)
H (-3.173, 1.760, 1.573)
H (-3.057, 0.297, 0.747)
H (-3.445, 1.607, -0.243)
H (0.196, -0.993, 2.111)
H (1.379, 0.236, 2.178)
H (2.865, -0.904, -2.080)
H (3.548, 0.286, -1.640)
O (3.609, -0.276, -2.332)

The orbital gap comes out at 6.28 eV. As for the total charge: -1. For the LUMO energy, the calculation gives 3.7 eV. The HOMO energy comes out at -2.56 eV.

#2
Formula: C5H14NO2
Source: the OMol25 dataset
Level of theory: ωB97M-V/def2-TZVPD

Positions of all 22 atoms, in Å:
C (-2.411, 0.465, -0.838)
C (-0.973, 0.105, -0.437)
C (-0.775, -1.269, 0.180)
C (-1.532, -1.535, 1.479)
N (-0.082, 0.328, -1.590)
C (1.184, 1.014, -1.154)
O (1.875, 0.302, -0.267)
H (-2.884, -0.207, -1.559)
H (-3.092, 0.613, 0.004)
H (-2.334, 1.451, -1.307)
H (-0.678, 0.895, 0.267)
H (-0.822, -2.080, -0.554)
H (0.289, -1.285, 0.441)
H (-1.204, -2.489, 1.898)
H (-2.603, -1.351, 1.442)
H (-1.212, -0.808, 2.247)
H (0.204, -0.557, -1.963)
H (1.783, 1.222, -2.106)
H (0.968, 2.061, -0.844)
H (2.327, 0.624, 1.042)
H (2.470, -0.242, 2.381)
O (2.565, 0.671, 2.076)

The orbital gap comes out at 7.31 eV. As for the total charge: -1. For the LUMO energy, the calculation gives 3.8 eV. The HOMO energy comes out at -3.53 eV.

#3
Formula: C5H14NO2
Source: the OMol25 dataset
Level of theory: ωB97M-V/def2-TZVPD

Positions of all 22 atoms, in Å:
C (0.346, 3.603, -1.569)
C (0.543, 1.550, -1.871)
N (0.659, 2.286, -0.835)
C (1.205, -0.116, 1.333)
C (-0.269, -0.224, 0.884)
C (-0.856, -1.610, 0.604)
O (-0.657, -2.535, 1.561)
H (-0.335, 4.136, -0.929)
H (1.255, 4.231, -1.645)
H (-0.031, 3.586, -2.589)
H (-0.272, 0.835, -2.015)
H (1.225, 1.636, -2.742)
H (-0.857, 0.361, 1.601)
H (1.179, 0.065, 2.409)
H (1.769, 0.681, 0.856)
H (1.689, -1.079, 1.132)
H (-0.409, 0.445, 0.039)
H (-0.421, -1.900, -0.400)
H (-1.934, -1.413, 0.368)
H (-1.250, -4.030, 1.338)
H (-0.943, -5.567, 1.367)
O (-1.635, -4.941, 1.103)

The orbital gap comes out at 5.46 eV. As for the total charge: -1. For the LUMO energy, the calculation gives 2.7 eV. The HOMO energy comes out at -2.78 eV.

Short version: #3 is the least stable of them.

#1
Formula: C5H14NO2
Source: the OMol25 dataset
Level of theory: ωB97M-V/def2-TZVPD

Positions of all 22 atoms, in Å:
C (-0.004, 0.117, 0.266)
N (0.269, -1.236, 0.682)
C (1.411, -1.856, -0.056)
O (2.581, -1.191, 0.033)
C (-0.901, 0.188, -0.982)
C (-2.117, 1.102, -0.841)
C (-1.787, 2.579, -0.699)
H (-0.504, 0.667, 1.068)
H (0.900, 0.681, 0.020)
H (0.489, -1.224, 1.669)
H (1.433, -2.881, 0.370)
H (1.070, -1.954, -1.109)
H (-1.232, -0.808, -1.282)
H (-0.351, 0.498, -1.885)
H (-2.820, 0.981, -1.668)
H (-2.662, 0.734, 0.042)
H (-1.026, 2.832, 0.030)
H (-2.686, 3.132, -0.395)
H (-1.576, 3.001, -1.681)
H (3.282, -2.524, 2.387)
H (2.955, -1.275, 1.545)
O (3.275, -1.566, 2.486)

The orbital gap comes out at 6.99 eV. As for the total charge: -1. For the LUMO energy, the calculation gives 3.6 eV. The HOMO energy comes out at -3.37 eV.

#2
Formula: C5H14NO2
Source: the OMol25 dataset
Level of theory: ωB97M-V/def2-TZVPD

Positions of all 22 atoms, in Å:
C (-1.818, -1.367, 0.314)
C (-1.398, 0.026, -0.233)
C (0.169, -0.014, -0.631)
C (0.133, 1.720, -1.439)
C (1.022, 1.231, -0.468)
O (2.334, 0.985, -0.909)
N (-1.559, 1.149, 0.648)
H (-1.088, -2.092, -0.030)
H (-2.731, -1.557, -0.250)
H (-1.891, -1.299, 1.382)
H (-1.890, 0.151, -1.240)
H (0.293, -0.474, -1.612)
H (0.558, -0.796, 0.031)
H (0.522, 1.964, -2.474)
H (-0.734, 2.314, -1.112)
H (0.382, -1.626, 2.052)
H (1.027, 1.654, 0.529)
H (-2.489, 1.538, 0.829)
H (0.426, -1.971, 2.711)
H (2.681, 0.171, -0.135)
H (3.281, -0.890, 1.425)
O (2.770, -0.818, 0.612)

The orbital gap comes out at 5.14 eV. As for the total charge: -1. For the LUMO energy, the calculation gives 2.7 eV. The HOMO energy comes out at -2.48 eV.

#3
Formula: C5H14NO2
Source: the OMol25 dataset
Level of theory: ωB97M-V/def2-TZVPD

Positions of all 22 atoms, in Å:
C (-1.923, 1.288, -1.475)
C (-0.356, 1.496, -1.912)
N (0.812, 1.103, -0.908)
C (0.030, -1.310, -1.040)
C (0.574, -0.167, -0.125)
C (-0.428, 0.164, 1.080)
O (0.160, 0.033, 2.232)
H (-2.307, 0.565, -2.097)
H (-2.500, 2.192, -1.789)
H (-1.990, 1.066, -0.455)
H (-0.385, 2.673, -2.080)
H (-0.231, 0.991, -2.846)
H (0.819, 1.809, -0.143)
H (-0.693, -0.859, -1.773)
H (0.725, -1.928, -1.559)
H (-0.569, -2.010, -0.397)
H (1.482, -0.680, 0.509)
H (-0.540, 1.254, 0.982)
H (-1.390, -0.460, 0.892)
H (1.097, -2.764, 1.407)
H (0.794, -1.207, 2.236)
O (1.419, -2.182, 2.056)

The orbital gap comes out at 7.25 eV. As for the total charge: -1. For the LUMO energy, the calculation gives 3.7 eV. The HOMO energy comes out at -3.50 eV.

#4
Formula: C5H14NO2
Source: the OMol25 dataset
Level of theory: ωB97M-V/def2-TZVPD

Positions of all 22 atoms, in Å:
C (-2.213, -0.666, 0.787)
O (-2.534, -1.751, 0.256)
C (-1.227, 0.110, -0.198)
C (0.031, -0.805, -0.426)
C (0.830, -1.034, 0.780)
C (0.802, 0.011, -1.555)
N (-0.711, 1.449, 0.195)
H (-3.193, -0.004, 0.896)
H (-1.741, -0.622, 1.815)
H (-1.694, 0.230, -1.221)
H (-0.313, -1.810, -0.980)
H (0.273, -1.204, 1.689)
H (1.491, -1.861, 0.616)
H (1.438, -0.110, 0.944)
H (0.322, -0.069, -2.497)
H (1.890, -0.130, -1.568)
H (0.666, 1.143, -1.411)
H (-0.512, 1.483, 1.234)
H (-1.541, 2.096, 0.051)
H (3.012, 0.698, -0.263)
H (2.000, 1.485, 0.499)
O (2.925, 1.362, 0.355)

The orbital gap comes out at 6.13 eV. As for the total charge: -1. For the LUMO energy, the calculation gives 3.7 eV. The HOMO energy comes out at -2.44 eV.

Short version: #2 is the least stable of them.

#1
Formula: C4H5N3O
Source: the OMol25 dataset
Level of theory: ωB97M-V/def2-TZVPD

Positions of all 13 atoms, in Å:
C (-0.743, 0.896, -2.620)
N (-0.146, 0.269, -1.668)
N (-0.538, 0.649, -0.423)
C (0.002, 0.047, 0.536)
C (-0.480, 0.477, 1.873)
N (-0.829, 0.833, 2.906)
O (0.781, -0.960, 0.677)
C (1.448, -1.664, -0.351)
H (-0.470, 0.826, -3.657)
H (-1.434, 1.637, -2.265)
H (2.090, -1.023, -0.956)
H (2.077, -2.427, 0.132)
H (0.717, -2.126, -1.008)

As for the SMILES: C=N/N=C(/C#N)OC. The orbital gap comes out at 9.86 eV. For the LUMO energy, the calculation gives 0.1 eV. The HOMO energy comes out at -9.78 eV.

#2
Formula: C4H5N3O
Source: the OMol25 dataset
Level of theory: ωB97M-V/def2-TZVPD

Positions of all 13 atoms, in Å:
C (-2.359, -1.246, 0.565)
C (-1.099, -0.534, 0.326)
C (0.122, -1.139, 0.542)
N (1.264, -0.523, 0.261)
C (1.133, 0.841, -0.305)
O (2.217, 1.539, -0.266)
N (-0.106, 1.088, -0.841)
N (-1.046, 0.440, -0.550)
H (-2.605, -1.467, -0.386)
H (-3.024, -0.511, 1.092)
H (-2.189, -2.114, 1.260)
H (0.290, -2.132, 0.805)
H (2.227, -0.659, 0.502)

As for the SMILES: Cc1c[nH]c(=O)nn1. The orbital gap comes out at 8.60 eV. For the LUMO energy, the calculation gives -0.2 eV. The HOMO energy comes out at -8.77 eV.

#3
Formula: C4H5N3O
Source: the OMol25 dataset
Level of theory: ωB97M-V/def2-TZVPD

Positions of all 13 atoms, in Å:
O (2.660, -0.036, 0.855)
C (1.633, -0.707, 0.919)
N (0.440, -0.214, 0.488)
C (-0.764, -0.906, 0.377)
C (-1.662, -0.462, -0.510)
N (-1.407, 0.600, -1.368)
C (-0.399, 1.325, -1.047)
N (0.360, 1.140, 0.072)
H (1.607, -1.765, 1.284)
H (-0.938, -1.769, 0.995)
H (-2.623, -0.917, -0.602)
H (-0.213, 2.232, -1.591)
H (1.306, 1.478, 0.129)

As for the SMILES: O=CN1C=CN=CN1. The orbital gap comes out at 8.73 eV. For the LUMO energy, the calculation gives 0.7 eV. The HOMO energy comes out at -8.05 eV.

Short version: #1 is the least stable of them.

#1
Formula: C4H5N3O
Source: the OMol25 dataset
Level of theory: ωB97M-V/def2-TZVPD

Positions of all 13 atoms, in Å:
C (-2.066, -0.389, -0.034)
N (-0.671, -0.257, -0.146)
C (0.050, 0.912, 0.062)
C (1.420, 0.854, -0.073)
C (2.125, -0.332, -0.199)
O (3.367, -0.434, 0.010)
N (1.334, -1.503, 0.025)
N (-0.007, -1.327, 0.049)
H (-2.592, -0.017, -0.857)
H (-2.265, -1.374, -0.059)
H (-2.361, -0.021, 0.999)
H (-0.312, 1.968, -0.059)
H (1.979, 1.920, 0.281)

As for the SMILES: Cn1ccc(=O)nn1. The orbital gap comes out at 9.28 eV. For the LUMO energy, the calculation gives -0.1 eV. The HOMO energy comes out at -9.38 eV.

#2
Formula: C4H5N3O
Source: the OMol25 dataset
Level of theory: ωB97M-V/def2-TZVPD

Positions of all 13 atoms, in Å:
C (0.432, -0.624, 0.193)
C (1.713, -0.410, 0.257)
C (0.833, 1.390, -0.430)
C (-1.488, 0.575, -0.629)
H (0.021, -1.834, 2.142)
H (2.557, -1.044, 0.711)
H (0.602, 2.413, -0.706)
H (-1.718, 1.698, -0.826)
H (-2.038, -1.457, -0.383)
N (1.969, 0.957, -0.032)
N (-0.238, 0.500, -0.270)
N (-2.279, -0.492, -0.773)
O (-0.366, -1.672, 0.748)

The orbital gap comes out at 8.23 eV. For the LUMO energy, the calculation gives -1.2 eV. The HOMO energy comes out at -9.38 eV.

#3
Formula: C4H5N3O
Source: the OMol25 dataset
Level of theory: ωB97M-V/def2-TZVPD

Positions of all 13 atoms, in Å:
C (1.649, 2.117, 0.532)
C (0.386, 0.006, -1.308)
C (-0.982, -0.032, -1.443)
C (-0.543, -0.084, 0.672)
N (2.473, 2.910, 0.519)
N (0.643, -0.006, 0.008)
N (-0.586, -1.529, 1.105)
O (-1.594, 0.019, -0.303)
H (1.208, -0.308, -1.950)
H (-1.471, -0.139, -2.405)
H (-0.682, 0.670, 1.427)
H (-0.975, -1.799, 1.993)
H (0.472, -1.825, 1.153)

The orbital gap (spin up / spin down) comes out at 8.04 / 6.43 eV. For the LUMO energy (spin up / spin down), the calculation gives -1.9 / -2.4 eV. The HOMO energy (spin up / spin down) comes out at -9.97 / -8.81 eV.

#4
Formula: C4H5N3O
Source: the OMol25 dataset
Level of theory: ωB97M-V/def2-TZVPD

Positions of all 13 atoms, in Å:
H (-1.142, 2.595, 0.115)
N (-1.438, 1.613, -0.021)
C (-0.396, 0.854, -0.003)
N (0.952, 1.180, 0.001)
C (1.771, 0.019, -0.006)
O (2.989, -0.007, -0.002)
N (0.876, -1.032, -0.007)
C (-0.465, -0.610, -0.041)
C (-1.587, -1.354, -0.001)
H (1.443, 2.068, -0.078)
H (1.128, -1.999, -0.014)
H (-1.554, -2.444, 0.071)
H (-2.576, -0.883, -0.014)

As for the SMILES: [H]/N=C1\NC(=O)NC1=C. The orbital gap comes out at 9.40 eV. For the LUMO energy, the calculation gives 0.3 eV. The HOMO energy comes out at -9.05 eV.

Short version: #3 is the least stable of them.

#1
Formula: C4H5N3O
Source: the OMol25 dataset
Level of theory: ωB97M-V/def2-TZVPD

Positions of all 13 atoms, in Å:
C (-0.636, -0.592, 0.209)
C (1.395, -1.021, 0.055)
C (1.057, 1.450, 0.467)
C (-0.037, 0.750, -0.208)
H (-2.805, -0.161, -1.200)
H (-2.552, -2.021, -0.342)
H (1.028, 2.520, 0.306)
H (1.521, 1.208, 1.559)
H (-1.072, 1.300, -0.750)
N (-2.012, -0.714, 0.213)
N (0.202, -1.584, 0.305)
N (1.458, 0.520, -0.527)
O (2.454, -1.655, -0.083)

The orbital gap comes out at 7.59 eV. For the LUMO energy, the calculation gives -2.3 eV. The HOMO energy comes out at -9.88 eV.

#2
Formula: C4H5N3O
Source: the OMol25 dataset
Level of theory: ωB97M-V/def2-TZVPD

Positions of all 13 atoms, in Å:
H (-3.383, 0.454, -0.099)
N (-2.641, -0.399, 0.028)
C (-1.406, -0.159, 0.051)
N (-0.514, 0.945, -0.242)
C (0.852, 1.149, -0.005)
C (1.662, 0.100, 0.380)
C (1.321, -1.322, -0.196)
N (0.099, -1.869, -0.289)
O (-0.691, -1.167, 0.637)
H (-1.029, 1.718, -0.309)
H (1.188, 2.176, 0.134)
H (2.628, 0.330, 0.650)
H (1.914, -1.955, -0.740)

As for the SMILES: [H]/N=C1\NC=CC=NO1. The orbital gap comes out at 9.52 eV. For the LUMO energy, the calculation gives 0.5 eV. The HOMO energy comes out at -9.00 eV.

#3
Formula: C4H5N3O
Source: the OMol25 dataset
Level of theory: ωB97M-V/def2-TZVPD

Positions of all 13 atoms, in Å:
N (-0.218, -2.034, -0.658)
C (-0.035, -0.765, -0.203)
C (1.305, -0.223, -0.169)
N (1.600, 0.898, 0.397)
N (0.569, 1.741, 0.475)
C (-0.802, 1.438, 0.477)
O (-1.611, 2.315, 0.707)
C (-1.066, 0.074, 0.116)
H (0.558, -2.677, -0.645)
H (-1.151, -2.418, -0.610)
H (2.134, -0.842, -0.479)
H (0.816, 2.710, 0.624)
H (-2.098, -0.216, -0.032)

As for the SMILES: Nc1cn[nH]c(=O)c1. The orbital gap comes out at 9.21 eV. For the LUMO energy, the calculation gives 0.4 eV. The HOMO energy comes out at -8.81 eV.

#4
Formula: C4H5N3O
Source: the OMol25 dataset
Level of theory: ωB97M-V/def2-TZVPD

Positions of all 13 atoms, in Å:
H (-1.665, -1.158, 0.773)
N (-2.264, -1.209, -0.114)
C (-1.956, -0.423, -1.065)
N (-0.889, 0.481, -1.115)
C (0.124, 0.382, -0.191)
C (0.109, -0.049, 1.083)
O (1.420, -0.066, 1.501)
C (2.127, 0.392, 0.485)
N (1.486, 0.614, -0.643)
H (-2.542, -0.432, -2.054)
H (-0.676, 0.931, -2.014)
H (-0.495, -0.212, 1.919)
H (3.248, 0.380, 0.606)

As for the SMILES: [H]/N=C\Nc1cocn1. The orbital gap comes out at 9.88 eV. For the LUMO energy, the calculation gives 0.9 eV. The HOMO energy comes out at -8.97 eV.

Short version: #1 is the least stable of them.

#1
Formula: C4H8Br2Si
Source: the OMol25 dataset
Level of theory: ωB97M-V/def2-TZVPD

Positions of all 15 atoms, in Å:
C (2.587, 0.841, -1.847)
C (1.502, 0.143, -1.551)
C (-2.111, -0.956, 0.884)
C (-1.363, 0.421, 0.614)
Si (0.484, 0.110, 0.742)
Br (1.649, 1.587, 1.906)
Br (0.631, -1.783, 1.799)
H (2.919, 0.810, -2.815)
H (3.257, 1.359, -1.133)
H (0.853, -0.551, -2.104)
H (-2.039, -1.282, 1.873)
H (-3.130, -0.776, 0.438)
H (-1.633, -1.727, 0.163)
H (-1.727, 1.100, 1.401)
H (-1.878, 0.704, -0.370)

The orbital gap comes out at 9.47 eV. For the LUMO energy, the calculation gives 0.5 eV. The HOMO energy comes out at -9.00 eV.

#2
Formula: C4H8Br2Si
Source: the OMol25 dataset
Level of theory: ωB97M-V/def2-TZVPD

Positions of all 15 atoms, in Å:
C (-2.354, 0.199, 0.709)
C (-1.236, -0.116, 0.094)
C (-0.459, 0.839, -0.766)
C (3.323, 1.672, -0.660)
Si (-0.595, -1.877, 0.497)
Br (1.574, -2.458, 0.184)
Br (4.451, 1.512, 0.670)
H (-2.851, -0.361, 1.529)
H (-2.834, 1.201, 0.601)
H (0.632, 0.582, -0.649)
H (-0.588, 1.963, -0.722)
H (-0.704, 0.653, -1.739)
H (3.866, 1.022, -1.418)
H (-1.452, -2.974, -0.254)
H (-0.773, -1.857, 1.925)

The orbital gap comes out at 8.14 eV. For the LUMO energy, the calculation gives -0.9 eV. The HOMO energy comes out at -9.09 eV.

Short version: #2 is the least stable of them.